{"formula": "C5H8ClO", "method": "ωB97M-V/def2-TZVPD", "lumo_energy_ev": [0.89, -1.66], "max_force_ev_per_a": 3.06, "multiplicity": 2, "gap_ev": [10.1, 7.9], "charge": 0, "homo_ev": [-9.3, -9.5], "s_squared": 0.7656, "species": ["H", "C", "H", "C", "C", "C", "C", "O", "Cl", "H", "H", "H", "H", "H", "H"], "xyz": [[1.562, -0.887, 1.242], [1.690, -0.729, 0.166], [1.834, -1.621, -0.449], [-0.039, -0.222, -0.426], [-0.929, -1.313, 0.181], [-0.235, 1.129, 0.318], [-0.988, 2.047, -0.284], [0.126, -0.241, -1.652], [2.836, 0.486, -0.180], [-0.879, -1.381, 1.267], [-1.951, -1.074, -0.120], [-0.666, -2.278, -0.262], [0.245, 1.235, 1.294], [-1.229, 2.992, 0.194], [-1.377, 1.858, -1.288]]}